1.
This record from the OMol25 dataset describes 2 unconnected molecules or ions with the total composition HI2OP at a distorted geometry. The level of theory is ωB97M-V/def2-TZVPD.

```
5
Properties=species:S:1:pos:R:3:mulliken_charge:R:1
O -1.25 0.70 1.20 -0.320
P -2.45 0.97 0.44 0.406
I -1.84 0.75 -1.93 -0.086
I 3.04 -0.89 -0.48 -0.079
H 2.51 -1.52 0.77 0.079
```

Computed properties:
Charge: 0
Multiplicity: 1
Energy above the lowest of the compared OMol25 structures with the same formula, charge and spin (kJ/mol): 92.3
Largest force on an atom (eV Å⁻¹): 3.0
HOMO-LUMO gap (eV): 8.55


2.
This record from the OMol25 dataset describes a molecular structure, HN2O3 at a distorted geometry. The level of theory is ωB97M-V/def2-TZVPD.

```
6
Properties=species:S:1:pos:R:3:mulliken_charge:R:1
N -0.96 -0.13 -0.06 0.607
N 1.52 -0.11 0.00 0.602
O 2.38 0.57 0.14 0.025
O -0.05 0.71 -0.04 -0.318
O -0.84 -1.26 0.15 -0.310
H -2.05 0.22 -0.19 0.394
```

Computed properties:
Charge: +1
Multiplicity: 1
Energy above the lowest of the compared OMol25 structures with the same formula, charge and spin (kJ/mol): 65.0
Largest force on an atom (eV Å⁻¹): 4.6
HOMO-LUMO gap (eV): 10.25


3.
This record from the OMol25 dataset describes 2 unconnected molecules or ions with the total composition HN2O3S at a distorted geometry. The level of theory is ωB97M-V/def2-TZVPD.

```
7
Properties=species:S:1:pos:R:3:mulliken_charge:R:1
N -4.52 0.71 -0.57 -0.401
N -3.93 0.20 0.23 0.853
O -1.36 -0.11 -1.49 -0.609
O -3.37 -0.32 1.09 -0.451
O -0.79 0.53 0.84 -0.587
S -0.31 0.44 -0.57 0.206
H 0.79 -0.65 -0.93 -0.012
```

Computed properties:
Charge: -1
Multiplicity: 1
Energy above the lowest of the compared OMol25 structures with the same formula, charge and spin (kJ/mol): 390.4
Largest force on an atom (eV Å⁻¹): 2.0
HOMO-LUMO gap (eV): 6.98


4.
This record from the OMol25 dataset describes a gas-phase ion, HN2O4S (charge -1) at a distorted geometry. The level of theory is ωB97M-V/def2-TZVPD.

```
8
Properties=species:S:1:pos:R:3:mulliken_charge:R:1
O -1.78 1.28 -1.64 -0.556
N -0.64 1.13 -1.15 0.003
N -0.58 0.44 -0.06 -0.064
S 0.97 -0.60 0.64 1.119
O 0.30 -1.84 0.42 -0.573
O 1.19 -0.13 2.02 -0.587
O 2.03 -0.17 -0.27 -0.576
H -1.48 -0.12 0.02 0.234
```

Computed properties:
Charge: -1
Multiplicity: 1
Energy above the lowest of the compared OMol25 structures with the same formula, charge and spin (kJ/mol): 9.4
Largest force on an atom (eV Å⁻¹): 3.6
HOMO-LUMO gap (eV): 9.27


5.
This record from the OMol25 dataset describes a single HN3O3 molecule at a distorted geometry. The level of theory is ωB97M-V/def2-TZVPD.

```
7
Properties=species:S:1:pos:R:3:mulliken_charge:R:1
H 1.75 -2.06 0.16 0.282
N 0.79 -1.81 -0.11 -0.500
N 0.62 -0.61 0.08 0.213
O -0.65 -0.20 -0.26 -0.150
N -0.79 1.26 -0.01 1.150
O 0.15 1.79 0.43 -0.480
O -1.86 1.63 -0.29 -0.514
```

Computed properties:
Charge: 0
Multiplicity: 1
Energy above the lowest of the compared OMol25 structures with the same formula, charge and spin (kJ/mol): 326.6
Largest force on an atom (eV Å⁻¹): 1.7
HOMO-LUMO gap (eV): 10.70


6.
This record from the OMol25 dataset describes a single HNO2 molecule at a distorted geometry. The level of theory is ωB97M-V/def2-TZVPD.

```
4
Properties=species:S:1:pos:R:3:mulliken_charge:R:1
N -0.63 0.00 -0.55 -0.044
O -1.61 0.70 0.09 -0.102
O -1.59 -0.69 0.08 -0.105
H 0.23 -0.15 0.08 0.252
```

Computed properties:
Charge: 0
Multiplicity: 1
Energy above the lowest of the compared OMol25 structures with the same formula, charge and spin (kJ/mol): 380.5
Largest force on an atom (eV Å⁻¹): 4.8
HOMO-LUMO gap (eV): 12.06


7.
This record from the OMol25 dataset describes a molecular structure, HNO4 at a distorted geometry. The level of theory is ωB97M-V/def2-TZVPD.

```
6
Properties=species:S:1:pos:R:3:mulliken_spin:R:1
N -0.16 0.76 0.66 0.491
O -0.12 1.36 -0.33 0.282
O -0.38 0.91 1.78 0.428
O 0.61 -0.92 -0.96 0.275
O 0.21 -0.91 0.34 0.530
H -0.16 -1.19 -1.49 -0.006
```

Computed properties:
<S²>: 2.012
Charge: 0
Multiplicity: 3
Energy above the lowest of the compared OMol25 structures with the same formula, charge and spin (kJ/mol): 248.1
Largest force on an atom (eV Å⁻¹): 6.7
HOMO-LUMO gap (spin up / spin down) (eV): 6.75 / 7.58


8.
This record from the OMol25 dataset describes 2 unconnected molecules or ions with the total composition HNO5S at a distorted geometry. The level of theory is ωB97M-V/def2-TZVPD.

```
8
Properties=species:S:1:pos:R:3:mulliken_charge:R:1
N 1.79 1.73 -0.07 0.006
O 2.83 1.34 -0.70 -0.534
O -2.93 0.87 -1.06 -0.645
O -0.95 -0.59 -0.38 -0.549
O -2.12 1.06 1.23 -0.585
O 1.16 0.86 0.62 -0.433
S -1.71 1.00 -0.20 0.355
H -0.09 -0.36 0.01 0.386
```

Computed properties:
Charge: -2
Multiplicity: 1
Energy above the lowest of the compared OMol25 structures with the same formula, charge and spin (kJ/mol): 17.1
Largest force on an atom (eV Å⁻¹): 2.1
HOMO-LUMO gap (eV): 7.00


9.
This record from the OMol25 dataset describes a gas-phase ion, HO (charge -1) at a distorted geometry. The level of theory is ωB97M-V/def2-TZVPD.

```
2
Properties=species:S:1:pos:R:3:mulliken_charge:R:1
O 0.01 -0.01 0.10 -1.133
H -0.11 0.04 -0.80 0.133
```

Computed properties:
Charge: -1
Multiplicity: 1
Energy above the lowest of the compared OMol25 structures with the same formula, charge and spin (kJ/mol): 10.0
Largest force on an atom (eV Å⁻¹): 3.7
HOMO-LUMO gap (eV): 8.33


10.
This record from the OMol25 dataset describes a single HO2PS molecule at a distorted geometry. The level of theory is ωB97M-V/def2-TZVPD.

```
5
Properties=species:S:1:pos:R:3:mulliken_charge:R:1
O -0.85 2.46 1.40 -0.440
P -0.28 1.20 0.89 0.526
S 0.45 -0.63 -0.52 0.198
O -0.24 -1.11 -1.77 -0.464
H 0.92 -1.92 -0.01 0.179
```

Computed properties:
Charge: 0
Multiplicity: 1
Energy above the lowest of the compared OMol25 structures with the same formula, charge and spin (kJ/mol): 377.3
Largest force on an atom (eV Å⁻¹): 4.1
HOMO-LUMO gap (spin up / spin down) (eV): 7.35 / 6.08


> Which value of energy above the lowest of the compared OMol25 structures with the same formula, charge and spin does entry 2 give?

65.0 kJ/mol